(1)
{"formula": "C5H11N2", "method": "ωB97M-V/def2-TZVPD", "spin_multiplicity": 1, "relative_energy_kj_mol": 163.90, "max_force_ha_per_bohr": 0.0569, "total_charge": 1, "smiles": "C=NC(=C)CC[NH3+]", "elements": ["C", "N", "C", "C", "C", "C", "N", "H", "H", "H", "H", "H", "H", "H", "H", "H", "H", "H"], "xyz": [[-2.23193, -0.46130, -0.55200], [-1.24015, 0.03279, 0.05662], [-0.10128, -0.81948, 0.26945], [-0.26934, -2.08204, 0.64063], [1.11057, -0.33569, -0.49545], [1.69644, 0.97003, 0.04115], [0.60827, 2.03064, 0.15550], [-2.22338, -1.43448, -1.04648], [-3.20635, -0.01148, -0.36968], [0.57680, -2.74560, 0.79754], [-1.17734, -2.63244, 0.84345], [1.85898, -1.12860, -0.47554], [0.93480, -0.17647, -1.56347], [2.17318, 0.84034, 1.01004], [2.42197, 1.42398, -0.62983], [0.94846, 2.89926, 0.57945], [0.21242, 2.17358, -0.76969], [-0.03765, 1.73078, 0.88892]], "nbo_charge": [0.02, -0.51, 0.08, -0.36, -0.46, -0.21, -0.68, 0.17, 0.20, 0.22, 0.23, 0.26, 0.23, 0.23, 0.23, 0.44, 0.45, 0.47]}

---

(2)
{"formula": "C11H15N", "method": "ωB97M-V/def2-TZVPD", "spin_multiplicity": 1, "relative_energy_kj_mol": 290.03, "max_force_ha_per_bohr": 0.0821, "smiles": "C[C@@H]1c2[nH]ccc2[C@]2(C)C[C@]12C", "elements": ["C", "C", "C", "N", "C", "C", "C", "C", "C", "C", "C", "C", "H", "H", "H", "H", "H", "H", "H", "H", "H", "H", "H", "H", "H", "H", "H"], "xyz": [[2.50567, 0.01501, -0.50717], [1.15970, -0.61401, -0.35405], [0.15797, -0.16318, -1.38496], [0.16528, -0.24236, -2.73804], [-1.17159, 0.18755, -3.13577], [-1.92466, 0.41524, -1.97691], [-1.06344, 0.20414, -0.88447], [-0.92429, 0.28862, 0.65841], [-2.15337, 0.17460, 1.52612], [0.14014, 1.28155, 1.10982], [0.53273, -0.16288, 0.97459], [0.79070, -0.89265, 2.27958], [2.99920, -0.41831, -1.32287], [2.95952, -0.42530, 0.45552], [2.52413, 1.05395, -0.75792], [1.28285, -1.74455, -0.37270], [1.00535, -0.59152, -3.20016], [-1.61379, 0.14483, -4.04407], [-2.81420, 0.88872, -1.93775], [-1.89815, 0.30707, 2.53873], [-2.70734, -0.75044, 1.42308], [-2.90367, 1.06579, 1.42220], [0.50946, 1.86978, 0.31524], [0.03521, 1.74123, 2.19955], [0.35563, -1.93998, 2.06540], [0.22660, -0.52451, 3.21452], [1.82437, -1.16841, 2.43407]], "nbo_charge": [-0.61, -0.22, 0.13, -0.52, -0.08, -0.27, -0.10, -0.04, -0.60, -0.42, -0.02, -0.62, 0.20, 0.21, 0.22, 0.21, 0.42, 0.20, 0.21, 0.21, 0.21, 0.21, 0.21, 0.22, 0.20, 0.23, 0.22]}

---

(3)
{"formula": "C4H12ClNSi", "method": "ωB97M-V/def2-TZVPD", "spin_multiplicity": 1, "relative_energy_kj_mol": 0.00, "max_force_ha_per_bohr": 0.0313, "smiles": "CN(C)[Si](C)(C)Cl", "elements": ["C", "N", "C", "Si", "C", "C", "Cl", "H", "H", "H", "H", "H", "H", "H", "H", "H", "H", "H", "H"], "xyz": [[-1.69803, 0.68291, -0.83995], [-0.86873, -0.36561, -0.29994], [-1.62424, -1.51840, 0.13661], [0.83754, -0.32589, -0.15199], [1.39967, -0.48549, 1.66554], [1.57042, 1.16314, -1.06271], [1.57708, -2.26099, -1.01324], [-1.08778, 1.53222, -1.12686], [-2.24896, 0.33373, -1.71929], [-2.42688, 1.00855, -0.09130], [-0.94931, -2.26083, 0.55689], [-2.35869, -1.23450, 0.89906], [-2.15577, -1.97022, -0.70622], [1.96643, -1.39813, 1.82078], [2.02935, 0.34459, 1.97164], [0.54412, -0.51041, 2.33439], [2.65182, 1.10025, -1.09353], [1.21162, 1.23536, -2.08303], [1.31141, 2.08250, -0.54471]], "nbo_charge": [-0.39, -0.89, -0.40, 1.80, -1.14, -1.14, -0.47, 0.20, 0.18, 0.18, 0.21, 0.18, 0.19, 0.25, 0.24, 0.24, 0.25, 0.25, 0.24]}

---

(4)
{"formula": "C7H12NO", "method": "ωB97M-V/def2-TZVPD", "spin_multiplicity": 1, "relative_energy_kj_mol": 467.22, "max_force_ha_per_bohr": 0.1760, "total_charge": 1, "elements": ["C", "C", "C", "C", "C", "C", "C", "N", "O", "H", "H", "H", "H", "H", "H", "H", "H", "H", "H", "H", "H"], "xyz": [[-2.87244, -0.63168, 0.96206], [-3.41922, -0.71100, -0.32519], [1.22592, 0.24672, 0.05214], [-0.14672, 0.92134, 0.23552], [-2.17663, -0.09770, -0.18359], [0.03553, 2.41565, -0.08588], [2.33753, -1.83842, -0.50513], [1.11746, -1.14101, -0.07765], [-1.12419, 0.39205, -0.70110], [-2.64353, -0.93700, 1.85941], [-4.11841, -0.94674, -1.04954], [1.58210, 0.73236, -0.94359], [1.77771, 0.41711, 0.99442], [-0.36670, 0.73758, 1.27940], [0.10091, 2.54301, -1.13938], [0.83794, 2.63897, 0.49510], [-0.71160, 3.07791, 0.31789], [3.20806, -1.68849, 0.14835], [2.15324, -2.88128, -0.54549], [2.44470, -1.51782, -1.46713], [0.75836, -1.73157, 0.67939]], "nbo_charge": [-0.02, -0.02, -0.23, 0.09, 0.48, -0.62, -0.40, -0.66, -0.37, 0.25, 0.28, 0.22, 0.20, 0.19, 0.23, 0.23, 0.23, 0.18, 0.21, 0.20, 0.36]}

---

(5)
{"formula": "C14H15N3O4S", "method": "ωB97M-V/def2-TZVPD", "spin_multiplicity": 1, "relative_energy_kj_mol": 196.61, "max_force_ha_per_bohr": 0.0323, "smiles": "CCCc1nnc(NC(=O)COc2ccc3c(c2)OCO3)s1", "elements": ["C", "C", "C", "C", "N", "N", "C", "N", "C", "O", "C", "O", "C", "C", "C", "C", "C", "C", "O", "C", "O", "S", "H", "H", "H", "H", "H", "H", "H", "H", "H", "H", "H", "H", "H", "H", "H"], "xyz": [[2.20865, 2.04618, 5.70348], [3.45595, 1.32509, 5.21018], [3.10952, 0.01035, 4.50093], [2.31378, 0.23917, 3.27475], [1.13669, -0.21096, 3.06153], [0.60499, 0.12205, 1.89252], [1.37772, 0.85191, 1.16396], [1.10535, 1.33973, -0.07777], [-0.03221, 1.20083, -0.85721], [-0.06768, 1.72203, -1.94051], [-1.15904, 0.38786, -0.24777], [-2.25336, 0.27447, -1.11388], [-2.11963, -0.46003, -2.25953], [-1.01125, -1.22582, -2.58965], [-0.96987, -1.96833, -3.77029], [-2.06366, -1.91812, -4.59323], [-3.18152, -1.14929, -4.26196], [-3.23685, -0.41542, -3.10775], [-4.12617, -1.27389, -5.24410], [-3.56626, -2.13521, -6.21284], [-2.28257, -2.54468, -5.79667], [2.93004, 1.20520, 1.92743], [1.54836, 2.28821, 4.87362], [2.47944, 2.97057, 6.20741], [1.65839, 1.41982, 6.40141], [4.10887, 1.10204, 6.05557], [4.00768, 1.96931, 4.52108], [4.03293, -0.51014, 4.23318], [2.52350, -0.63160, 5.16024], [1.83087, 1.90161, -0.50969], [-1.53107, 0.91299, 0.63730], [-0.78288, -0.58793, 0.08501], [-0.14801, -1.25825, -1.94521], [-0.10577, -2.55825, -4.02463], [-4.09111, 0.18220, -2.84367], [-4.21327, -3.01873, -6.33684], [-3.49055, -1.60496, -7.17644]], "nbo_charge": [-0.61, -0.38, -0.46, 0.08, -0.25, -0.33, 0.24, -0.63, 0.67, -0.55, -0.18, -0.48, 0.32, -0.32, -0.22, 0.19, 0.31, -0.31, -0.49, 0.24, -0.48, 0.29, 0.21, 0.21, 0.21, 0.21, 0.20, 0.23, 0.24, 0.42, 0.24, 0.22, 0.21, 0.23, 0.23, 0.16, 0.15]}

---

(6)
{"formula": "C2H15NO4", "method": "ωB97M-V/def2-TZVPD", "spin_multiplicity": 1, "relative_energy_kj_mol": 189.72, "max_force_ha_per_bohr": 0.0292, "smiles": "CNC.O.O.O.O", "elements": ["C", "N", "C", "H", "H", "H", "H", "H", "H", "H", "O", "H", "H", "O", "H", "H", "O", "H", "H", "O", "H", "H"], "xyz": [[4.49642, -3.16338, 0.77322], [4.62108, -4.21399, -0.22492], [5.86783, -4.11461, -0.99332], [5.11016, -3.23594, 1.67580], [3.46922, -2.91832, 1.06303], [4.69129, -2.23373, 0.23201], [4.59342, -5.11731, 0.22684], [6.49974, -3.28174, -0.69102], [6.37650, -5.07632, -1.00600], [5.65672, -3.92695, -2.05140], [-1.62894, -2.08955, -2.94229], [-0.66956, -2.13424, -2.99720], [-1.87188, -2.49938, -2.10512], [-3.93088, 3.14784, 3.57978], [-3.49289, 2.28954, 3.52660], [-3.67731, 3.49039, 4.43960], [-3.45637, 4.52005, -1.53355], [-4.30683, 4.97629, -1.52564], [-3.06890, 4.88143, -0.73121], [-4.12820, 4.37935, 1.09360], [-3.96017, 3.87682, 0.27384], [-5.02261, 4.05413, 1.26023]], "nbo_charge": [-0.42, -0.63, -0.42, 0.17, 0.20, 0.19, 0.35, 0.19, 0.19, 0.18, -0.94, 0.47, 0.47, -0.93, 0.47, 0.47, -0.93, 0.47, 0.48, -0.95, 0.47, 0.47]}